Run 1
# CH3O2

The ion CH3O2 with charge +1 (ωB97M-V/def2-TZVPD, OMol25).

CARTESIAN COORDINATES (ANGSTROEM)
C  0.908  0.016  -0.054
O  -1.344  -0.212  0.093
O  -0.202  0.558  0.145
H  1.693  0.668  0.069
H  1.171  -1.165  -0.153
H  -2.226  0.136  -0.101

Properties
- 2S+1: 1
- Net charge: +1
- Frontier orbital gap: 11.3 eV



Run 2
# CH3O2

The ion CH3O2 with charge +1 (ωB97M-V/def2-TZVPD, OMol25).

CARTESIAN COORDINATES (ANGSTROEM)
C  -0.286  0.004  -0.018
O  -2.532  -0.318  0.025
O  -1.638  0.488  -0.016
H  0.254  0.748  -0.744
H  0.018  0.426  0.959
H  -0.125  -1.152  -0.176

Properties
- 2S+1: 1
- Net charge: +1
- Frontier orbital gap (spin up / spin down): 9.4 / 9.4 eV



run 1 comes first in stability; the runner-up is 0.0675 hartree higher.



Run 1
# C20H28GeN2S2Ta

A structure of composition C20H28GeN2S2Ta (ωB97M-V/def2-TZVPD, OMol25).

CARTESIAN COORDINATES (ANGSTROEM)
Ta  0.347  0.260  0.109
C  -1.973  1.515  -1.755
N  -1.257  0.204  -1.685
C  -2.263  -0.858  -1.401
C  -1.668  -1.951  -0.578
N  -1.159  -1.406  0.718
C  -2.261  -0.910  1.588
C  -0.375  -2.440  1.433
C  -0.803  -3.760  1.447
C  -0.069  -4.714  2.133
C  1.086  -4.342  2.809
C  1.493  -3.018  2.815
C  0.758  -2.053  2.131
S  1.216  -0.333  2.229
C  -0.556  -0.072  -2.952
C  -1.247  0.103  -4.145
C  -0.628  -0.131  -5.359
C  0.697  -0.549  -5.386
C  1.389  -0.723  -4.200
C  0.769  -0.488  -2.973
S  1.759  -0.769  -1.516
H  -2.833  1.445  -2.424
H  -2.321  1.791  -0.763
H  -1.288  2.279  -2.109
H  -3.099  -0.393  -0.882
H  -2.654  -1.277  -2.328
H  -2.428  -2.713  -0.408
H  -0.826  -2.416  -1.091
H  -3.044  -1.668  1.654
H  -1.857  -0.717  2.577
H  -2.685  0.013  1.197
H  -1.703  -4.059  0.927
H  -0.402  -5.743  2.139
H  1.666  -5.084  3.341
H  2.383  -2.716  3.354
H  -2.281  0.427  -4.134
H  -1.178  0.014  -6.279
H  1.195  -0.733  -6.329
H  2.424  -1.039  -4.210
C  1.577  3.062  -2.619
Ge  1.777  3.199  -0.686
C  3.490  2.446  -0.160
C  1.662  5.060  -0.177
C  0.340  2.194  0.283
H  2.412  3.588  -3.088
H  0.652  3.534  -2.960
H  1.596  2.025  -2.959
H  4.301  3.070  -0.539
H  3.615  1.443  -0.568
H  3.568  2.398  0.927
H  2.459  5.616  -0.676
H  1.777  5.177  0.902
H  0.701  5.481  -0.477
H  -0.298  2.857  0.875

Properties
- 2S+1: 1
- Net charge: +1
- Frontier orbital gap: 7.6 eV



Run 2
# C20H28GeN2S2Ta

A structure of composition C20H28GeN2S2Ta (ωB97M-V/def2-TZVPD, OMol25).

CARTESIAN COORDINATES (ANGSTROEM)
Ta  0.604  -0.048  0.583
C  -1.766  0.424  -1.584
N  -1.511  -0.502  -0.444
C  -2.532  -0.279  0.612
C  -2.240  1.023  1.308
N  -0.910  0.932  1.955
C  -1.065  0.216  3.264
C  -0.261  2.234  2.183
C  -0.990  3.417  2.233
C  -0.335  4.614  2.454
C  1.046  4.629  2.623
C  1.769  3.453  2.579
C  1.125  2.231  2.373
S  2.057  0.718  2.405
C  -1.600  -1.902  -0.896
C  -2.571  -2.294  -1.807
C  -2.662  -3.618  -2.209
C  -1.782  -4.561  -1.700
C  -0.812  -4.178  -0.789
C  -0.713  -2.852  -0.380
S  0.528  -2.427  0.818
H  -2.808  0.375  -1.900
H  -1.113  0.144  -2.404
H  -1.529  1.443  -1.296
H  -2.480  -1.120  1.303
H  -3.536  -0.269  0.179
H  -3.013  1.242  2.048
H  -2.219  1.846  0.597
H  -1.764  0.783  3.881
H  -0.102  0.151  3.758
H  -1.444  -0.789  3.099
H  -2.064  3.410  2.112
H  -0.900  5.535  2.498
H  1.560  5.565  2.794
H  2.842  3.458  2.713
H  -3.271  -1.580  -2.218
H  -3.422  -3.906  -2.922
H  -1.846  -5.593  -2.015
H  -0.114  -4.902  -0.390
C  1.832  -1.845  -2.708
Ge  2.538  -0.378  -1.629
C  3.643  -1.117  -0.178
C  3.573  0.852  -2.719
C  1.090  0.908  -0.957
H  2.654  -2.476  -3.049
H  1.309  -1.469  -3.588
H  1.147  -2.461  -2.130
H  4.451  -1.633  -0.704
H  3.145  -1.862  0.438
H  4.077  -0.345  0.454
H  4.434  0.342  -3.150
H  3.923  1.695  -2.125
H  2.950  1.225  -3.532
H  1.076  1.544  -1.838

Properties
- 2S+1: 1
- Net charge: +1
- Frontier orbital gap: 7.0 eV



run 1 comes first in stability; the runner-up is 0.0200 hartree higher.



Run 1
# C2H14O4S2

A cluster of 5 separate species, C2H14O4S2 in total (ωB97M-V/def2-TZVPD, OMol25).

CARTESIAN COORDINATES (ANGSTROEM)
C  0.960  -0.271  1.465
C  2.150  -0.942  0.772
S  2.750  0.103  -0.619
S  1.061  -0.461  -2.173
H  0.228  -0.140  0.695
H  1.261  0.677  1.964
H  0.631  -0.952  2.244
H  1.940  -1.935  0.343
H  2.936  -1.078  1.548
H  0.643  0.827  -2.115
H  -1.665  0.877  -0.580
H  -1.600  1.871  -1.725
O  -1.305  1.738  -0.773
H  -3.889  -0.457  0.321
H  -2.780  -0.725  1.284
O  -2.955  -0.319  0.434
H  -1.582  -3.106  -0.682
H  -0.319  -2.232  -1.008
O  -0.987  -2.453  -0.339
H  0.261  2.978  0.159
H  1.095  2.899  -1.090
O  1.166  3.100  -0.124

Properties
- 2S+1: 1
- Frontier orbital gap: 8.2 eV



Run 2
# C2H14O4S2

A cluster of 5 separate species, C2H14O4S2 in total (ωB97M-V/def2-TZVPD, OMol25).

CARTESIAN COORDINATES (ANGSTROEM)
C  0.559  -2.067  -0.498
C  0.110  -2.192  0.950
S  -1.137  -1.017  1.496
S  -0.381  0.795  1.972
H  0.778  -1.043  -0.891
H  -0.200  -2.373  -1.226
H  1.463  -2.547  -0.864
H  1.013  -2.241  1.565
H  -0.372  -3.162  1.091
H  -0.848  1.485  0.910
H  0.188  1.337  -1.679
H  -1.082  2.000  -2.379
O  -0.800  1.423  -1.658
H  2.003  0.999  -2.492
H  2.018  1.670  -1.217
O  1.829  1.894  -2.169
H  3.605  1.259  0.406
H  2.334  1.440  1.162
O  2.651  1.139  0.298
H  -1.514  -0.094  -2.173
H  -2.993  -0.371  -2.300
O  -2.150  -0.702  -2.637

Properties
- 2S+1: 1
- Frontier orbital gap: 9.0 eV



run 2 comes first in stability; the runner-up is 0.0226 hartree higher.



Run 1
# C4H12N2

The ion C4H12N2 with charge -1 (ωB97M-V/def2-TZVPD, OMol25).

CARTESIAN COORDINATES (ANGSTROEM)
C  -0.869  1.804  -0.404
C  -0.358  0.685  0.640
C  0.260  0.845  2.043
N  0.384  -0.554  0.057
C  -0.191  -1.290  -1.145
N  0.825  -2.353  -1.548
H  -1.940  1.787  -0.548
H  -0.514  2.711  0.164
H  -0.342  1.669  -1.374
H  -1.371  0.125  0.795
H  -0.406  1.211  2.767
H  0.561  -0.152  2.438
H  1.320  1.195  2.029
H  1.297  -0.096  -0.382
H  -1.068  -1.845  -0.838
H  -0.316  -0.622  -2.065
H  0.997  -3.059  -0.775
H  1.729  -2.061  -1.852

Properties
- 2S+1: 2
- Net charge: -1
- Frontier orbital gap (spin up / spin down): 3.0 / 9.6 eV



Run 2
# C4H12N2

A cluster of 2 separate species, C4H12N2 in total (ωB97M-V/def2-TZVPD, OMol25).

CARTESIAN COORDINATES (ANGSTROEM)
C  1.697  1.331  0.822
C  3.058  0.743  0.418
N  3.365  0.820  -0.995
H  1.041  1.006  0.009
H  1.304  0.818  1.694
H  1.738  2.421  0.840
H  3.885  0.965  1.102
H  2.878  -0.329  0.598
H  3.738  1.705  -1.307
H  3.958  0.072  -1.323
C  -3.833  -1.789  0.472
C  -2.756  -1.368  -0.222
N  -2.403  -0.066  -0.572
H  -4.244  -1.381  1.382
H  -4.072  -2.827  0.239
H  -2.060  -2.140  -0.538
H  -2.691  0.551  0.190
H  -1.382  0.037  -0.588

Properties
- 2S+1: 2
- Net charge: -1
- Frontier orbital gap (spin up / spin down): 2.8 / 8.9 eV



run 2 comes first in stability; the runner-up is 0.0164 hartree higher.



Run 1
# C11H11NO

The molecule C11H11NO (ωB97M-V/def2-TZVPD, OMol25).

CARTESIAN COORDINATES (ANGSTROEM)
C  -3.937  -0.130  -0.073
C  -3.329  0.098  1.219
C  -3.218  -0.861  -1.065
C  -1.944  -0.191  1.400
C  -1.841  -1.148  -0.840
C  -1.242  -0.796  0.369
C  0.151  -1.165  0.436
C  2.083  1.003  -0.524
C  2.875  -0.220  -0.929
C  1.759  0.364  0.705
C  2.787  -0.779  0.412
N  0.855  -2.191  0.485
O  2.180  -2.152  0.596
H  -4.970  0.205  -0.209
H  -3.898  0.261  2.076
H  -3.617  -1.095  -2.019
H  -1.574  -0.116  2.448
H  -1.207  -1.471  -1.662
H  2.884  1.841  -0.436
H  1.260  1.331  -1.170
H  2.255  -0.864  -1.622
H  3.822  0.025  -1.378
H  1.560  0.835  1.618
H  3.733  -1.023  1.036

Properties
- 2S+1: 1
- Frontier orbital gap: 8.5 eV



Run 2
# C11H11NO

The molecule C11H11NO (ωB97M-V/def2-TZVPD, OMol25).

CARTESIAN COORDINATES (ANGSTROEM)
C  -1.638  0.954  -2.864
C  -0.988  0.553  -1.533
C  -1.475  -0.506  -0.714
C  -0.887  -0.979  0.407
C  -1.564  -2.093  1.177
C  0.282  -0.305  0.907
C  1.126  -0.663  2.018
C  2.355  -0.119  2.155
C  2.775  0.894  1.360
C  0.817  0.688  0.057
C  0.161  1.195  -1.113
H  -2.566  0.297  -3.050
H  -1.967  2.022  -2.709
H  -1.008  0.808  -3.736
H  -2.362  -1.011  -1.036
H  -1.980  -1.558  2.085
H  -2.333  -2.634  0.648
H  -0.796  -2.865  1.527
H  0.675  -1.260  2.804
H  3.030  -0.444  2.990
H  3.798  1.361  1.528
H  1.701  2.187  -1.409
N  1.991  1.347  0.371
O  0.853  2.133  -1.872

Properties
- 2S+1: 1
- Frontier orbital gap: 8.1 eV



run 2 comes first in stability; the runner-up is 0.2093 hartree higher.



Run 1
# C4H8NS

A cluster of 2 separate species, C4H8NS in total (ωB97M-V/def2-TZVPD, OMol25).

CARTESIAN COORDINATES (ANGSTROEM)
C  -1.696  1.870  0.244
C  -1.624  0.606  -0.040
C  3.233  0.436  -0.399
C  -1.695  -0.663  -0.151
N  -0.674  -1.551  0.263
S  1.858  0.253  0.395
H  -0.977  2.465  -0.253
H  -2.084  2.193  1.192
H  3.516  1.332  -0.809
H  3.819  -0.541  -0.705
H  -2.462  -1.048  -0.798
H  0.222  -1.094  0.424
H  -0.266  -2.254  -0.342
H  -1.174  -2.004  0.981

Properties
- 2S+1: 1
- Net charge: +1
- Frontier orbital gap (spin up / spin down): 8.6 / 8.6 eV



Run 2
# C4H8NS

The ion C4H8NS with charge +1 (ωB97M-V/def2-TZVPD, OMol25).

CARTESIAN COORDINATES (ANGSTROEM)
C  -0.549  -0.987  -0.221
C  0.755  -0.414  0.374
C  -1.494  0.088  -0.716
C  2.255  1.510  -0.064
N  1.067  0.980  -0.046
S  -2.794  0.593  0.186
H  -0.267  -1.501  -1.029
H  -0.938  -1.635  0.460
H  0.596  -0.414  1.485
H  1.652  -1.157  0.089
H  -1.464  0.282  -1.776
H  2.948  0.991  0.534
H  0.391  1.386  -0.583
H  -2.157  0.278  1.307

Properties
- 2S+1: 1
- Net charge: +1
- Frontier orbital gap: 4.7 eV



run 1 comes first in stability; the runner-up is 0.0575 hartree higher.



Run 1
# C4H8NS

A cluster of 2 separate species, C4H8NS in total (ωB97M-V/def2-TZVPD, OMol25).

CARTESIAN COORDINATES (ANGSTROEM)
C  -0.621  -2.147  -0.696
C  -0.202  -1.048  -1.009
C  2.199  -0.636  0.672
C  0.424  0.153  -1.274
N  -1.604  1.628  -0.162
S  1.752  0.716  -0.434
H  -1.083  -3.064  -0.714
H  1.360  -1.118  1.222
H  2.795  -0.379  1.511
H  2.965  -1.405  0.217
H  0.008  0.785  -2.060
H  -2.305  2.277  0.198
H  -0.746  2.032  -0.012
H  -1.711  0.759  0.323

Properties
- 2S+1: 1
- Net charge: +1
- Frontier orbital gap: 7.4 eV



Run 2
# C4H8NS

The ion C4H8NS with charge +1 (ωB97M-V/def2-TZVPD, OMol25).

CARTESIAN COORDINATES (ANGSTROEM)
C  -0.545  0.989  -0.489
C  -0.576  -1.143  0.615
C  0.985  1.255  0.369
C  0.640  -1.163  -0.210
N  -0.552  -0.448  -0.745
S  2.050  -0.115  -0.196
H  -1.457  1.210  0.224
H  -0.389  1.564  -1.431
H  -1.283  -2.008  0.710
H  -0.560  -0.518  1.497
H  1.339  2.237  0.352
H  0.697  1.050  1.464
H  0.814  -2.100  -0.551
H  -1.161  -0.810  -1.608

Properties
- 2S+1: 1
- Net charge: +1
- Frontier orbital gap: 10.3 eV



run 2 comes first in stability; the runner-up is 0.0422 hartree higher.